--- i ---
One molecule with the formula C9H11ClN2. Source: the OMol25 dataset; level of theory: ωB97M-V with the def2-TZVPD basis set.

The geometry in XYZ format:
```
23
Properties=species:S:1:pos:R:3
N -1.55531 -0.21592 -0.86802
H -0.53461 -1.75884 0.78247
H 1.65087 -1.51664 2.16622
H 1.08985 -2.93175 1.70582
N 0.35727 -1.39091 0.55851
C 0.41714 -0.01747 0.56605
C 1.46991 -2.09880 1.25804
H -1.24824 2.46029 -0.92563
H 2.32076 -2.33711 0.67009
C -0.53380 2.02392 -0.31158
H 2.30946 2.66982 1.30244
C -2.64839 -0.49463 -0.26576
H -0.34023 -0.17940 -2.59094
Cl -3.90364 -1.33458 -1.19330
H 0.42201 3.78460 0.28365
C 1.43250 0.76169 1.14649
H -0.98669 -1.82917 -2.08232
H 2.11764 0.35142 1.81692
C -0.61796 0.65109 -0.15389
H -2.07564 -0.63133 -2.83617
C 1.48408 2.07990 0.93357
C -1.16424 -0.75573 -2.14983
C 0.53726 2.70955 0.18716
```

Kohn-Sham gap, eV: 8.949
Charge: 0
HOMO level, eV: -8.193
LUMO level, eV: 0.7552

Löwdin charges, unit e, in atom order: N -0.258; H 0.104; H 0.078; H 0.047; N 0.001; C -0.199; C -0.050; H 0.100; H 0.081; C -0.022; H 0.113; C -0.480; H 0.100; Cl 0.519; H 0.110; C -0.035; H 0.086; H 0.083; C -0.163; H 0.078; C -0.108; C -0.081; C -0.104

=====

--- ii ---
One molecule with the formula C9H11ClN2. Source: the OMol25 dataset; level of theory: ωB97M-V with the def2-TZVPD basis set.

The geometry in XYZ format:
```
23
Properties=species:S:1:pos:R:3
C -2.20774 -0.97428 0.85268
N 2.61052 -2.28070 -0.42087
H -2.42320 -2.21749 1.02522
H 2.03105 -2.83783 0.48655
H 2.32847 2.71224 0.07716
H -3.49612 1.69899 -1.06305
C -0.78674 -0.61524 0.93219
H 0.48209 3.02532 0.76668
C 0.91793 1.00876 0.17555
C -2.74719 0.95043 -0.71663
H -0.77189 1.83683 -1.45915
Cl -4.79278 -0.63078 -0.16343
C 1.28435 2.35496 0.46412
C -0.56286 0.59403 0.09060
C 2.02233 0.03505 0.21328
C -3.12381 -0.22254 0.05566
H 2.92635 0.70590 0.27020
H 1.80730 -0.37893 1.32367
H -0.11794 -1.36443 1.50374
H 2.73175 -3.17094 -1.30105
C -1.35897 1.25880 -0.74238
H 1.13586 -0.65672 -1.54320
N 2.11124 -0.83145 -0.82753
```

Kohn-Sham gap, eV: 8.618
SMILES string: C=C(CNN)c1ccc(Cl)cc1
Charge: 0
HOMO level, eV: -8.514
LUMO level, eV: 0.1043

Löwdin charges, unit e, in atom order: C -0.112; N -0.114; H 0.169; H 0.112; H 0.095; H 0.112; C 0.007; H 0.049; C -0.294; C -0.080; H 0.128; Cl 0.641; C 0.062; C -0.235; C -0.390; C -0.685; H 0.115; H 0.156; H 0.125; H 0.156; C -0.072; H 0.210; N -0.155

=====

Most stable structure, least stable structure: i, ii.

=====

--- i ---
C57H75O3P3S2SbSiTi as an isolated structure. Source: the OMol25 dataset; level of theory: ωB97M-V with the def2-TZVPD basis set.

The geometry in XYZ format:
```
143
Properties=species:S:1:pos:R:3
H -0.52346 5.34581 1.55014
H 0.03369 -2.87322 -1.76467
H 3.60668 0.88016 -1.85751
Si -0.66545 0.28614 1.39171
H 3.89192 3.31590 0.68553
H 2.80891 -0.27197 0.26189
P 1.98085 1.93701 0.46664
C 3.07630 -5.96855 -1.31395
H -4.49742 3.37075 0.14094
S 1.32382 1.89767 -3.06531
H 1.71639 -8.14773 -0.65741
H 1.52387 5.20466 0.41122
H -0.24386 4.38739 -0.70559
C 4.49792 -2.95020 0.00231
H -3.12788 5.28900 -0.19047
H 5.15154 -5.44860 3.37406
C -0.98015 4.38162 1.31354
O 1.11743 -0.81901 -4.21636
C 2.70537 -1.62945 4.86119
H -0.71473 0.59243 4.42434
C -2.31588 1.23912 1.68630
C -0.85968 -1.99026 3.23252
H 0.73255 -4.51489 2.51972
H -4.40345 -0.67102 -1.45253
H -4.42656 1.73961 -3.19743
Ti 0.03559 0.81413 -0.96645
H 2.07479 -0.99951 2.92228
C 2.98169 -2.95499 2.82810
H -0.54833 -3.99214 -0.52751
H 8.19683 -2.51470 -1.14187
S 0.77845 -0.01661 -3.08956
C 3.59060 -3.98278 3.57818
C -3.07261 1.03342 2.85155
H 2.83688 -3.09278 -2.23851
C 2.55203 -1.79443 3.48968
H -2.85259 -3.77201 -1.32770
C -4.29445 1.66086 3.05008
C -2.19030 -3.95185 2.82279
H 3.10509 5.50762 1.12412
H -2.71321 0.33783 3.60988
C -1.20277 4.27637 -0.19997
C -2.15196 3.23940 -3.34731
C -4.08906 2.71596 0.90386
C -0.73450 -3.61121 -1.52659
H 4.17720 -4.60367 5.54230
C -4.26241 -1.35593 -0.61394
H 0.14649 -8.54277 1.20495
H -5.78597 2.96167 2.19496
C -3.75429 1.56776 -2.35137
H -4.81028 -3.11368 -1.82814
H -0.33978 -6.70227 2.81399
C 6.13301 -2.55885 -1.73565
C 2.13092 -6.10777 -0.14334
C 0.61612 -7.57044 1.08942
H -5.01404 -3.33959 -0.08015
O 1.32457 -0.53035 -1.75264
C 4.79510 -2.69310 -1.35187
H 2.55669 -5.57545 -2.19349
C 2.14957 2.37216 4.57067
H -2.43254 -3.53883 -3.73110
H 3.69835 4.82998 -1.26419
H -2.84825 3.62033 -4.10105
H -5.84809 -0.34354 0.45148
H -3.59312 3.63620 -1.80042
H -4.36162 1.29226 -1.48672
H -1.72786 6.35288 -0.31329
H -4.78251 -1.29603 1.49985
C 1.00085 1.71102 4.99770
H -1.63130 2.38346 -3.76342
H -1.93248 4.32227 1.84528
C 3.37107 0.65471 0.31826
C 3.71607 -3.80922 4.95994
C 0.18403 1.08702 4.06780
Sb 2.45224 -2.98772 0.74503
H 5.02004 -0.27298 1.30871
H -3.10772 0.72911 -2.60234
C -4.81673 2.49219 2.06174
H -0.33935 3.59695 1.71113
C 7.16868 -2.63128 -0.81459
H 6.35770 -2.37111 -2.78172
H 3.39700 -1.44361 -2.40055
H 5.34561 -3.13287 1.97431
C 2.43927 2.42640 3.21741
H -1.69168 -1.95341 -3.49517
H 3.52282 -6.12242 3.24185
C 6.87666 -2.83673 0.52523
H 3.84807 0.37424 2.45259
C -2.13627 -3.01870 -1.64898
H 3.33880 2.94817 2.90143
C 3.07131 3.93338 -1.19772
H 3.52427 3.15567 -1.80990
H -3.41826 -2.16103 -3.22242
C 1.85683 -5.07090 0.76665
C -1.19580 -1.45229 1.97898
H 3.39905 -2.55554 6.67665
C 4.14803 -5.26259 2.98084
H -0.19038 -1.45445 3.89162
H -1.40262 4.01020 -3.16248
H 0.74479 1.68371 6.05300
C -1.36313 -3.21516 3.65919
C 4.33611 0.56309 1.49996
C -5.08274 -2.61283 -0.89775
H 2.80995 2.85330 5.28740
H 4.94811 1.46936 1.59650
H 2.09696 4.17090 -1.63769
H -4.85822 1.47929 3.96061
H -6.13462 -2.32051 -0.97853
C -2.49238 -3.46719 1.55865
C -2.01043 -2.22805 1.12494
C 3.28134 -2.65487 5.60156
H -1.09688 -3.59608 4.64035
H -2.26008 5.44819 -1.73004
H 4.79573 -0.15647 -1.06559
H 3.90672 -5.30332 -1.08593
C 4.20530 0.76168 -0.96126
C 1.50044 -7.34375 0.04257
H -0.62471 -4.44787 -2.22683
H 3.48949 -6.94092 -1.59113
C 5.55310 -2.98718 0.92274
C -4.80901 -0.64127 0.62326
C 0.46852 1.10627 2.68925
C -2.84127 2.11261 0.72492
C 0.34380 -6.54502 1.98519
C 1.60588 1.81388 2.26904
H 2.36877 -0.71532 5.34054
C 0.95924 -5.31119 1.81406
H -2.57953 -4.91363 3.14145
H 1.91989 4.53764 1.99329
C -2.13836 5.39513 -0.64829
C 2.32080 4.75383 1.00840
C -2.92496 2.83037 -2.08610
H 7.67076 -2.88083 1.26083
H 4.10824 -2.70523 -3.40384
C 2.90637 3.54001 0.27689
H 4.21259 -5.22441 1.89652
C -2.44047 -2.63923 -3.10593
H 4.91147 1.59772 -0.89413
H -3.09474 -4.08024 0.89550
O -0.69168 0.08450 -2.76272
H -4.23854 0.25527 0.86266
C 3.72784 -2.48253 -2.40399
P -1.76819 2.55206 -0.67577
P -2.39540 -1.55046 -0.53983
```

<S²>: 0.757
Kohn-Sham gap (alpha / beta), eV: 7.744 / 7.880
Spin multiplicity: 2
Charge: 0
HOMO level (alpha / beta), eV: -7.695 / -7.704
LUMO level (alpha / beta), eV: 0.0492 / 0.1763

Löwdin population analysis, charges in e, atoms 1 to 99: H 0.081; H 0.055; H 0.026; Si 0.625; H 0.094; H 0.011; P 1.057; C -0.046; H 0.102; S 0.432; H 0.108; H 0.062; H 0.078; C -0.320; H 0.076; H 0.086; C -0.105; O -0.302; C -0.082; H 0.088; C -0.294; C -0.102; H 0.075; H 0.061; H 0.093; Ti 0.345; H 0.060; C -0.333; H 0.048; H 0.102; S 0.094; C -0.295; C -0.091; H 0.052; C -0.158; H 0.082; C -0.070; C -0.088; H 0.089; H 0.099; C -0.498; C -0.114; C -0.102; C -0.102; H 0.112; C -0.522; H 0.100; H 0.107; C -0.101; H 0.060; H 0.099; C -0.060; C -0.291; C -0.086; H 0.073; O -0.549; C -0.329; H 0.083; C -0.069; H 0.086; H 0.088; H 0.087; H 0.090; H 0.083; H 0.055; H 0.086; H 0.088; C -0.084; H 0.050; H 0.083; C -0.504; C -0.054; C -0.102; Sb 1.598; H 0.076; H 0.054; C -0.074; H 0.054; C -0.084; H 0.112; H 0.048; H 0.078; C -0.114; H 0.055; H 0.089; C -0.087; H 0.050; C -0.538; H 0.105; C -0.154; H 0.029; H 0.065; C -0.345; C -0.278; H 0.101; C -0.059; H 0.073; H 0.062; H 0.108

=====

--- ii ---
C57H75O3P3S2SbSiTi as an isolated structure. Source: the OMol25 dataset; level of theory: ωB97M-V with the def2-TZVPD basis set.

The geometry in XYZ format:
```
143
Properties=species:S:1:pos:R:3
C 1.03221 2.14130 3.69130
C 4.34166 4.46406 1.68284
H -0.90778 2.41186 -1.49380
S -1.21034 -0.69550 1.31288
H 4.45150 5.48047 2.03985
H -0.91557 2.24268 4.61208
H -6.86636 -0.94804 -1.27445
H 4.74061 -4.47969 0.79703
C 3.97530 1.86639 0.70981
H -5.03082 4.60159 2.17129
H -6.32254 -2.21676 -2.35152
H 0.22569 4.22862 -0.19130
H -6.48977 1.22583 -6.21693
C -4.16788 -2.46884 -1.00344
H -7.82379 -1.35775 -2.70358
H 4.06095 -3.69993 -1.87795
C 1.94943 -3.55209 2.13607
H 1.46082 3.77013 -2.91119
H -0.10246 -3.74905 1.37162
H 3.94545 -3.99513 2.91376
H 7.14458 -4.05551 0.84764
C -5.07995 -4.08228 0.50432
C 0.16331 2.60771 -1.62117
H 0.10983 -4.21247 3.05402
Si 3.41772 0.23805 -0.11278
C -0.78883 0.78964 -4.22993
H 0.67588 -5.28291 1.77821
C 5.15314 3.98887 0.66430
C 2.27811 -0.80945 4.47270
C 4.98495 1.13436 -3.90982
H -0.01585 3.23674 -3.72560
C 6.45846 -3.22685 0.72498
H 2.74990 4.04708 3.02562
H 8.00707 -1.74243 0.63589
C 6.94168 -1.93117 0.58838
H 4.97830 -0.36430 4.29492
H -3.65959 2.16449 -3.16740
C 4.94830 2.70810 0.16947
C 2.62323 1.56821 -3.95309
C 0.49574 -1.23901 -3.48024
O -2.49307 -0.71119 1.95066
H 2.69488 -3.68160 -3.00125
H 1.33531 -1.01418 -4.14135
H 2.61223 -4.79485 3.73989
H -0.12265 0.68069 4.82503
C -5.74508 -0.64120 1.94785
H -7.43997 -0.51604 -4.76208
H 5.75122 0.28939 -2.10246
C -5.42022 3.91214 1.42996
H 1.77865 3.40649 -0.40341
O -0.05836 -1.10441 2.18589
H 1.75335 1.90547 -4.49746
C 2.22821 -5.25765 -0.70375
C -4.47638 1.54307 -3.52805
H 0.48081 2.63957 0.53353
C -5.50026 -3.04559 1.32521
C 0.39499 3.57966 -2.77901
H 1.08721 -3.52427 -1.21939
C 4.18840 -2.40801 0.54684
H -2.96025 3.55631 2.18472
H 2.21359 -0.20051 5.37334
H -1.05115 -0.25550 -2.39623
C -6.58690 0.05929 -4.41930
H -4.61738 2.63308 -5.37325
C 4.86934 0.65975 -2.61449
H -0.20411 -1.88795 -4.01187
C 3.05799 -3.30463 -2.04257
H 3.94757 2.01047 -5.57581
H 4.21075 1.15876 4.74207
Sb -3.79932 0.47869 -0.85141
H 2.11736 -5.75751 -1.66963
C 3.21317 2.33172 1.79487
H 5.91941 4.62377 0.23741
H -5.26339 -5.10933 0.79487
C -7.18852 3.23238 -0.03550
C 2.49816 1.09061 -2.64401
C 0.69804 3.25420 -0.33897
C 1.81173 2.58340 4.93606
H -6.19965 0.19440 1.42015
H -3.63498 -2.24959 -1.92495
H 5.54567 2.36674 -0.66866
H 1.29003 3.42470 5.39950
C -4.57558 -1.42200 -0.18165
H 3.13852 -2.21758 -2.11710
C 4.67458 -1.11171 0.32007
C 0.57585 -4.23697 2.06789
H 1.83185 -2.70261 2.81177
H -6.77620 1.54359 -1.26852
O -0.79402 0.66284 0.79591
H -1.32945 1.68781 -3.93685
H -1.51502 0.13309 -4.71659
H 2.83047 2.89836 4.72517
C 3.86038 1.61127 -4.57311
C -3.25375 2.67359 1.61548
C -5.11223 1.97782 0.02454
H 6.44007 0.11452 0.22951
C 3.63800 0.65384 -1.95123
H 0.87666 -1.79051 -2.61951
H 1.26720 -1.06756 4.15816
H -4.09718 -4.58869 -1.33924
H -6.46568 -1.04712 2.65751
H -2.48880 2.47497 0.86391
H -0.03240 1.04319 -4.97303
H 5.95007 1.15018 -4.40134
C -6.69843 4.10049 0.92802
Ti 1.04290 -0.37955 0.45088
H -0.84306 1.09551 3.27675
C -4.95932 0.51884 -2.70195
C 2.98411 -4.48228 2.76056
C -0.28953 1.49474 4.11974
H 3.13315 -5.38480 2.16459
H 0.76852 3.02540 3.09914
S -0.91879 -1.86132 -0.29335
C -5.27266 -1.71014 0.99893
H 3.30769 -0.81383 2.59986
H -7.30497 4.92588 1.27914
C -6.80918 -1.24146 -2.32203
H 3.20255 -5.54045 -0.30211
H 4.96248 0.97536 3.14969
C -4.41931 -3.79385 -0.67784
P 2.35870 -2.64108 0.56397
H 2.80137 -1.73077 4.74153
C -5.01289 1.82165 -4.77477
C 3.05865 -0.07862 3.37173
C -0.21283 0.04153 -3.03100
C -4.61730 2.85857 0.99823
H -3.25072 1.81364 2.29049
P 0.88129 0.90238 -1.79939
H -6.00958 -3.27401 2.25496
C -6.06473 1.04819 -5.23708
H -8.17814 3.37252 -0.45254
C 2.11267 -3.75094 -0.92005
P 1.97492 1.14393 2.44115
C 6.05507 -0.89077 0.36793
C -6.39208 2.18937 -0.48803
C 3.37849 3.63890 2.24718
C 4.37767 0.46753 3.91586
H 1.84862 1.78181 5.67117
H -4.89342 -0.24990 2.51084
H 1.45189 -5.64309 -0.04890
C 5.09459 -3.46305 0.70291
C -6.07288 -0.21398 -3.14873
H -0.08759 4.52960 -2.53701
```

<S²>: 0.758
Kohn-Sham gap (alpha / beta), eV: 7.441 / 7.932
Spin multiplicity: 2
Charge: 0
HOMO level (alpha / beta), eV: -7.449 / -7.743
LUMO level (alpha / beta), eV: -0.0073 / 0.1887

Löwdin population analysis, charges in e, atoms 1 to 99: C -0.500; C -0.074; H 0.093; S 0.072; H 0.104; H 0.087; H 0.069; H 0.086; C -0.282; H 0.105; H 0.075; H 0.089; H 0.099; C -0.220; H 0.077; H 0.080; C -0.510; H 0.077; H 0.013; H 0.064; H 0.106; C -0.084; C -0.499; H 0.090; Si 0.627; C -0.100; H 0.065; C -0.075; C -0.105; C -0.072; H 0.052; C -0.070; H 0.090; H 0.105; C -0.072; H 0.086; H 0.070; C -0.085; C -0.092; C -0.118; O -0.324; H 0.087; H 0.082; H 0.086; H 0.076; C -0.043; H 0.106; H 0.094; C -0.059; H 0.078; O -0.500; H 0.083; C -0.090; C -0.174; H 0.031; C -0.049; C -0.105; H 0.051; C -0.367; H 0.078; H 0.066; H 0.019; C -0.061; H 0.099; C -0.094; H 0.090; C -0.112; H 0.105; H 0.069; Sb 1.598; H 0.085; C -0.387; H 0.103; H 0.098; C -0.089; C -0.343; C -0.112; C -0.108; H 0.058; H 0.089; H 0.092; H 0.088; C -0.367; H 0.056; C -0.285; C -0.109; H 0.052; H 0.087; O -0.561; H 0.050; H 0.087; H 0.053; C -0.070; C -0.072; C -0.319; H 0.097; C -0.279; H 0.022; H 0.054

=====

Most stable structure, least stable structure: ii, i.

=====

--- i ---
A 2-piece molecular cluster, C6H8FNO overall. Source: the OMol25 dataset; level of theory: ωB97M-V with the def2-TZVPD basis set.

The geometry in XYZ format:
```
17
Properties=species:S:1:pos:R:3
H 1.47480 -0.91119 -1.07518
C 1.12117 -0.35750 1.25550
O 1.93954 -0.62108 2.04789
H -1.93266 0.35254 0.02226
C 0.30964 -0.02705 0.29726
H -2.54251 -3.22922 0.69835
F -1.54340 -3.03365 -1.14610
H 0.95744 0.70748 -1.58017
C 0.69644 -0.20493 -1.13661
N 0.55705 -3.66912 1.42081
C -1.61281 -3.15320 0.28217
C -0.45089 -3.53530 0.79768
H -0.14968 -0.67303 -1.62239
H -0.93944 1.71097 0.33226
H 1.11399 -4.49617 1.43147
C -0.98006 0.72754 0.62545
H -1.20730 0.64251 1.62879
```

Kohn-Sham gap, eV: 8.795
SMILES string: CC(C)=C=O.N=C=CF
Charge: 0
HOMO level, eV: -8.208
LUMO level, eV: 0.5865

Löwdin charges, unit e, in atom order: H 0.069; C -0.183; O 0.156; H 0.123; C -0.333; H 0.067; F -0.083; H 0.066; C -0.042; N 0.201; C -0.077; C -0.153; H 0.074; H 0.037; H 0.081; C -0.049; H 0.044

=====

--- ii ---
One molecule with the formula C6H8FNO. Source: the OMol25 dataset; level of theory: ωB97M-V with the def2-TZVPD basis set.

The geometry in XYZ format:
```
17
Properties=species:S:1:pos:R:3
H 0.64661 0.96414 0.72972
H -0.23266 0.14016 -2.02318
H 2.23575 1.36141 -2.76463
H -0.08668 -1.37061 2.54063
F 2.84837 -2.24384 -0.62943
H -1.56965 -1.00086 1.51580
C 2.03841 -1.22849 -0.82992
C 0.37568 0.96115 -1.53214
H 0.08345 1.98511 -1.63886
H -0.77826 0.32759 0.18541
C 0.27559 0.42192 -0.12708
N 2.43659 -0.30043 -1.73912
H -1.21028 -2.59286 1.83837
C -0.71617 -1.69802 1.65649
C 1.72524 0.68826 -2.09195
O 0.28372 -2.01463 0.80693
C 0.77550 -1.01481 -0.02140
```

Kohn-Sham gap, eV: 8.123
SMILES string: COC1=C(F)N=CCC1
Charge: 0
HOMO level, eV: -7.518
LUMO level, eV: 0.6055

Löwdin charges, unit e, in atom order: H 0.120; H 0.151; H 0.105; H 0.127; F 0.097; H 0.102; C -0.277; C -0.149; H 0.109; H 0.100; C -0.167; N 0.098; H 0.069; C -0.140; C -0.163; O -0.072; C -0.110

=====

Most stable structure, least stable structure: ii, i.